# 1
Density functional theory data (the ωB97M-V functional and the def2-TZVPD basis) for C27H44BeBrNOP2 as an isolated structure at a distorted geometry.

Results
- HOMO level (alpha / beta): -12.763 / -12.763 eV
- Orbital gap (alpha / beta): 3.7171 / 3.7179 eV

```
! RIJCOSX wB97M-V def2-TZVPD def2/J DEFGRID3
* xyz 2 1
C -0.83 4.95 -5.71
C -1.28 3.79 -6.36
C -1.42 3.82 -7.76
C -1.19 5.04 -8.43
N -0.80 6.13 -7.77
C -0.60 6.11 -6.46
C -1.57 2.63 -5.57
C -1.52 2.22 -4.31
C -1.55 2.03 -2.91
C -0.36 1.77 -2.18
C -0.38 1.14 -0.95
C -1.62 0.71 -0.42
C -2.80 1.21 -0.98
C -2.78 1.85 -2.21
Be -1.51 1.04 -5.48
P 2.35 -0.58 -1.49
H -1.71 2.94 -8.33
H -0.68 4.93 -4.64
H -1.33 5.13 -9.51
H -0.28 7.02 -5.96
H -3.71 2.14 -2.72
H 0.59 2.02 -2.65
H -3.75 1.06 -0.47
H 0.54 0.92 -0.41
C 2.05 -2.12 -0.52
C 2.87 -3.36 -0.86
H 0.97 -2.32 -0.67
H 2.16 -1.84 0.54
H 2.68 -4.13 -0.10
H 2.60 -3.78 -1.83
H 3.95 -3.16 -0.85
C 3.07 -1.14 -3.09
C 3.47 0.04 -3.98
H 2.30 -1.74 -3.60
H 3.92 -1.81 -2.91
H 3.57 -0.31 -5.02
H 2.71 0.83 -3.98
H 4.44 0.46 -3.69
C 3.83 0.12 -0.61
C 5.13 -0.67 -0.70
H 3.51 0.24 0.44
H 3.97 1.13 -1.03
H 5.96 -0.03 -0.36
H 5.12 -1.55 -0.05
H 5.37 -0.98 -1.72
Br -1.70 -0.61 0.82
P -1.70 -0.78 -4.72
C -0.37 -2.04 -4.70
C -0.84 -3.47 -4.45
H 0.35 -1.75 -3.92
H 0.18 -1.95 -5.66
H -0.02 -4.16 -4.66
H -1.14 -3.63 -3.41
H -1.68 -3.76 -5.10
C -2.80 -1.22 -3.31
C -3.84 -2.31 -3.57
H -3.31 -0.27 -3.04
H -2.16 -1.46 -2.45
H -4.20 -2.67 -2.61
H -4.70 -1.92 -4.13
H -3.42 -3.18 -4.08
C -2.91 -0.63 -6.16
C -2.89 -1.90 -6.97
H -2.61 0.28 -6.77
H -3.91 -0.40 -5.77
H -3.27 -1.68 -7.96
H -1.89 -2.34 -7.06
H -3.56 -2.65 -6.53
C -0.08 1.98 4.21
C -0.03 1.82 2.70
O 1.17 1.24 2.19
H 0.16 1.04 4.72
H -1.10 2.26 4.50
H 0.59 2.77 4.55
H -0.82 1.14 2.37
H -0.19 2.77 2.18
H 1.90 1.64 2.69
*
```

# 2
Density functional theory data (the ωB97M-V functional and the def2-TZVPD basis) for C27H44BrN3O9P2PdSi as an isolated structure.

Results
- HOMO level (alpha / beta): -14.006 / -14.006 eV
- ⟨S²⟩: 6.05
- Orbital gap (alpha / beta): 7.0822 / 4.9502 eV

```
! RIJCOSX wB97M-V def2-TZVPD def2/J DEFGRID3
* xyz 2 5
Pd 1.70 -0.56 0.48
O 2.97 4.67 2.91
C 1.62 4.70 2.95
C 0.94 5.77 3.52
C -0.44 5.77 3.55
C -1.19 4.71 3.02
C -0.53 3.66 2.45
C 0.89 3.63 2.39
C 1.46 2.48 1.76
O 0.91 1.51 1.31
N 2.97 2.48 1.61
N 3.45 1.71 0.82
C 4.63 1.34 0.37
C 4.64 0.38 -0.67
C 5.84 0.10 -1.34
C 5.82 -0.75 -2.43
C 4.61 -1.29 -2.81
C 3.45 -1.00 -2.06
N 3.46 -0.20 -1.02
H 3.33 5.47 3.32
H 1.50 6.59 3.94
H -0.95 6.61 4.00
H -2.27 4.73 3.05
H -1.07 2.82 2.03
H 5.53 1.79 0.77
H 6.76 0.57 -1.01
H 6.72 -0.97 -2.98
H 4.53 -1.95 -3.67
H 2.51 -1.46 -2.32
C 4.07 -3.72 2.59
C 2.58 -3.43 2.59
O 1.85 -4.24 3.50
P 1.83 -3.75 0.95
O 2.31 -5.16 0.46
O 0.30 -3.97 1.15
O 2.22 -2.66 -0.01
P 2.19 -1.66 2.89
O 2.32 -1.60 4.47
O 0.78 -1.41 2.37
O 3.16 -0.72 2.18
H 4.24 -4.78 2.42
H 4.51 -3.44 3.55
H 4.58 -3.14 1.81
H 2.23 -4.15 4.38
H 2.79 -5.19 -0.38
H -0.10 -3.27 1.71
H 2.30 -0.73 4.88
C -2.68 0.49 1.19
C -2.98 -0.64 0.20
C -2.27 -1.88 0.76
C -4.50 -0.90 0.19
Si -2.41 -0.20 -1.57
Br -0.03 -0.41 -1.51
C -2.85 -1.47 -2.92
C -1.89 -1.45 -4.12
C -4.27 -1.17 -3.43
C -2.82 -2.91 -2.38
C -2.62 1.64 -2.05
C -4.10 2.03 -1.87
C -2.24 1.88 -3.52
C -1.75 2.58 -1.21
H -2.97 0.16 2.19
H -3.24 1.40 0.98
H -1.61 0.73 1.22
H -2.69 -2.11 1.74
H -1.21 -1.68 0.90
H -2.38 -2.77 0.14
H -4.83 -1.07 1.22
H -4.76 -1.79 -0.38
H -5.07 -0.06 -0.20
H -1.79 -0.47 -4.59
H -2.28 -2.13 -4.88
H -0.90 -1.80 -3.85
H -4.33 -0.22 -3.97
H -5.02 -1.15 -2.63
H -4.57 -1.95 -4.12
H -1.85 -3.17 -1.95
H -3.02 -3.60 -3.20
H -3.59 -3.09 -1.62
H -4.77 1.39 -2.43
H -4.24 3.05 -2.23
H -4.41 2.01 -0.82
H -2.89 1.36 -4.22
H -1.20 1.60 -3.73
H -2.34 2.95 -3.73
H -1.96 2.53 -0.15
H -1.95 3.61 -1.53
H -0.68 2.40 -1.36
*
```